No. 1
The following is a DFT calculation (wB97M-V/def2-TZVPD) of the ion C7H17N5O2P with charge +1 at a distorted geometry.

Output
- spin multiplicity = 1
- structure (SMILES) = CN(C)C(=O)CN1C(N)=[NH+]CO[C@@H]1[PH2]=N
- total charge = +1
- E_tot (hartree) = -1042.197141
- frontier orbital gap (eV) = 7.69

CARTESIAN COORDINATES (ANGSTROEM)
C -1.86 0.92 0.48
O 0.32 -2.14 -2.23
P -2.95 -0.44 1.13
O -1.70 1.90 1.47
H -2.89 -0.20 2.52
C 0.35 1.51 0.28
C 2.95 -1.62 -1.31
H -0.17 0.62 -1.96
H -4.21 0.05 0.76
C -0.39 -0.16 -1.22
H 2.45 -2.31 1.16
H 0.73 -1.96 1.22
C 0.58 -1.33 -1.39
H -2.01 3.61 0.32
C 1.54 -2.30 0.57
N 1.57 1.31 0.65
N 1.72 -1.36 -0.54
H 2.33 1.92 0.36
H 1.81 0.46 1.15
N -0.49 0.41 0.17
H 1.33 -3.32 0.23
N -2.66 -1.90 0.70
H -1.38 -0.55 -1.45
H -0.94 3.75 1.74
H 3.04 -2.65 -1.65
N -0.09 2.81 0.02
H 2.99 -0.95 -2.16
H 3.80 -1.38 -0.67
H -0.38 2.91 -0.95
H -2.31 1.35 -0.43
C -1.24 3.11 0.91
H -1.86 -2.07 0.11



No. 2
The following is a DFT calculation (wB97M-V/def2-TZVPD) of a cluster of 2 separate species, C7H17N6O2 in total at a distorted geometry.

Output
- spin multiplicity = 1
- total charge = +1
- E_tot (hartree) = -755.471518
- energy relative to the best compared isomer or geometry (same formula, charge and spin) (kJ/mol) = 380.9
- frontier orbital gap (eV) = 5.44

CARTESIAN COORDINATES (ANGSTROEM)
H -1.22 1.25 0.19
H -3.57 2.03 -1.43
H 1.96 0.80 -1.44
N 2.48 0.04 -0.95
N 2.39 -2.23 -0.18
N 3.93 -0.80 0.75
H -3.63 -0.82 -0.33
H -3.04 -2.25 1.23
C -3.62 -0.30 0.57
H 3.81 -2.83 0.99
H -1.93 2.66 -2.12
H -1.69 -1.25 1.23
C -2.17 1.67 -0.12
C 1.74 -1.16 -0.99
H -4.65 -0.20 0.97
C 3.45 -1.99 0.55
H 2.16 -3.26 -0.20
N 0.32 -1.20 -0.64
O -0.41 -0.35 -1.15
H -1.93 2.77 0.13
H -3.51 1.52 1.49
O 4.88 1.48 1.30
N -3.20 1.08 0.63
H -3.00 -1.15 2.53
N 3.90 1.44 0.28
C -2.49 1.85 -1.55
C 3.36 0.23 0.01
H 1.78 -1.56 -2.02
H 5.30 0.60 1.38
H 3.97 2.15 -0.35
H -2.55 1.04 -2.24
C -2.81 -1.27 1.48



No. 3
The following is a DFT calculation (wB97M-V/def2-TZVPD) of a cluster of 2 separate species, C7H17NO in total at a distorted geometry.

Output
- spin multiplicity = 1
- structure (SMILES) = CC(N)=O.CCCCC
- E_tot (hartree) = -406.720818
- energy relative to the best compared isomer or geometry (same formula, charge and spin) (kJ/mol) = 550.1
- frontier orbital gap (eV) = 10.27

CARTESIAN COORDINATES (ANGSTROEM)
H 2.05 3.04 -0.52
H -2.32 -1.37 -1.34
C 1.05 -2.66 -0.19
H 2.58 1.38 1.19
C -2.50 1.14 -0.55
H -1.52 1.72 -0.85
H 0.67 1.12 1.46
C -2.16 -0.11 0.26
O -2.37 -0.07 1.59
C 1.08 2.52 -0.06
H 0.49 2.30 -1.02
H 1.68 -1.90 1.31
H 0.09 -2.98 -0.68
H 0.55 3.37 0.59
C 1.47 0.02 -0.14
H -2.06 -2.02 0.48
H -2.84 1.25 -1.66
H -3.38 1.65 0.08
H 0.14 -1.30 1.01
N -1.78 -1.26 -0.43
H 1.38 -3.43 0.66
C 1.54 1.27 0.74
H 1.92 -2.33 -0.91
H 2.44 -0.26 -0.45
C 0.94 -1.35 0.49
H 0.87 0.27 -1.05



No. 4
The following is a DFT calculation (wB97M-V/def2-TZVPD) of an isolated molecule of C7H17NO at a distorted geometry.

Output
- spin multiplicity = 1
- structure (SMILES) = CCC(CC)[C@H](O)CN
- E_tot (hartree) = -406.848345
- energy relative to the best compared isomer or geometry (same formula, charge and spin) (kJ/mol) = 215.3
- frontier orbital gap (eV) = 10.12

CARTESIAN COORDINATES (ANGSTROEM)
O -0.81 1.38 -0.71
H 0.72 -1.42 -0.78
C -1.55 -0.84 -1.44
C 0.32 -0.94 1.17
H 1.19 -1.51 1.63
H 3.45 1.72 0.10
H 2.26 1.34 1.44
H -2.23 -1.74 0.35
H 2.74 -0.62 0.08
H -2.87 -0.30 -0.01
H -0.59 -0.39 3.06
H -2.22 -0.43 -2.21
C -0.07 0.12 2.20
H -0.57 0.99 1.67
H 2.32 0.38 -1.39
H -0.54 -1.62 1.06
C 2.43 1.44 0.40
H 1.81 2.38 0.19
N -2.58 -1.20 -0.37
C 2.05 0.19 -0.33
C -0.41 0.14 -1.10
H -1.27 1.42 0.17
H -1.16 -1.77 -1.83
H 0.12 0.43 -1.99
C 0.66 -0.45 -0.21
H 0.84 0.53 2.67



No. 5
The following is a DFT calculation (wB97M-V/def2-TZVPD) of a cluster of 2 separate species, C7H17NO in total at a distorted geometry.

Output
- spin multiplicity = 1
- structure (SMILES) = CCN(C)C(C)=O.CC
- E_tot (hartree) = -406.817975
- energy relative to the best compared isomer or geometry (same formula, charge and spin) (kJ/mol) = 295.0
- frontier orbital gap (eV) = 9.59

CARTESIAN COORDINATES (ANGSTROEM)
H 2.17 -1.70 1.79
H 0.50 0.41 -2.40
H -0.60 -0.19 0.07
H -4.12 1.65 2.13
H -0.91 0.52 2.31
H -5.23 0.92 1.16
C -0.23 1.09 1.63
H 0.55 1.26 -0.29
H 3.44 -1.30 0.67
H -0.78 2.10 1.61
C -3.23 0.99 0.17
C 0.25 0.44 0.37
O 2.54 -1.74 -1.41
H -3.51 0.57 -0.81
H -2.77 0.23 0.82
C 2.47 -0.96 1.03
H -2.55 1.79 -0.13
H 0.52 1.74 2.17
H 1.28 -1.10 -3.23
C -4.34 1.56 1.03
H -0.28 -1.03 -2.27
C 1.61 -0.96 -1.20
N 1.44 -0.50 0.11
H -4.67 2.56 0.73
H 2.93 -0.14 1.69
C 0.74 -0.66 -2.39



No. 6
The following is a DFT calculation (wB97M-V/def2-TZVPD) of a cluster of 2 separate species, C7H17NO in total at a distorted geometry.

Output
- spin multiplicity = 1
- structure (SMILES) = CC(N)=O.CCCCC
- E_tot (hartree) = -406.814774
- energy relative to the best compared isomer or geometry (same formula, charge and spin) (kJ/mol) = 303.4
- frontier orbital gap (eV) = 10.51

CARTESIAN COORDINATES (ANGSTROEM)
C 1.96 -0.13 -0.04
N -0.79 -0.18 2.86
C 0.58 -0.36 -0.81
H -3.15 0.02 1.64
C -2.40 0.65 1.03
H 0.15 0.02 3.05
H -1.46 1.02 -3.35
H -2.09 0.05 -1.72
H -0.22 1.73 -1.26
H 2.81 -0.14 -0.81
H 0.69 -1.23 -1.56
C -1.03 0.77 1.94
H 1.77 0.68 0.61
H 3.55 -1.11 1.08
H -0.92 -0.66 -3.07
H 2.70 -1.96 -0.29
H -1.01 -1.26 2.41
H 0.84 1.11 -2.34
O -0.33 1.84 1.89
C 2.54 -1.42 0.66
H -2.16 0.38 -0.04
H 1.89 -1.88 1.45
C 0.12 0.80 -1.68
H -2.68 1.70 0.90
C -1.17 0.29 -2.45
H -0.20 -0.75 -0.09



No. 7
The following is a DFT calculation (wB97M-V/def2-TZVPD) of a cluster of 5 separate species, C7H17NO4 in total at a distorted geometry.

Output
- spin multiplicity = 1
- structure (SMILES) = C=Cc1cc[nH]c1C.O.O.O.O
- E_tot (hartree) = -632.605333
- energy relative to the best compared isomer or geometry (same formula, charge and spin) (kJ/mol) = 36.8
- frontier orbital gap (eV) = 8.82

CARTESIAN COORDINATES (ANGSTROEM)
O 2.06 -3.19 -0.90
C -1.24 1.07 -1.43
C -1.01 -0.30 1.95
C 1.68 0.10 -0.52
C -2.44 1.16 -1.97
H 1.02 -0.58 2.16
H -0.36 -1.29 -1.85
H -0.57 1.89 -1.69
H -1.24 -0.60 2.96
H -2.61 1.89 -2.75
H 1.53 0.03 -1.59
H -2.85 0.22 0.85
H 2.62 -3.77 -1.43
H -1.14 2.86 0.53
O -0.51 -2.18 -2.18
H -3.31 0.54 -1.81
H 2.68 0.60 2.90
O -1.61 3.70 0.56
C 0.39 0.06 0.22
H -1.34 -2.56 -1.90
H 2.24 1.02 -0.33
O 3.45 0.25 3.36
C -1.78 0.08 0.90
H 3.72 -0.59 2.97
H 1.21 -3.28 -1.37
H -2.28 3.60 1.25
H 2.30 -0.72 -0.19
N 0.30 -0.30 1.53
C -0.90 0.30 -0.22



No. 8
The following is a DFT calculation (wB97M-V/def2-TZVPD) of a cluster of 2 separate species, C7H18BClIN2O3S in total.

Output
- spin multiplicity = 1
- total charge = -1
- E_tot (hartree) = -1793.793386
- frontier orbital gap (eV) = 6.53

CARTESIAN COORDINATES (ANGSTROEM)
H -1.09 1.95 -1.70
Cl -3.76 2.68 -2.22
N 2.22 3.57 0.13
C -0.41 1.72 0.35
C 1.61 1.39 -1.23
H -2.04 -3.81 1.98
C 0.86 0.94 0.04
C -0.44 -2.71 0.07
H 1.46 -4.96 1.26
H -0.70 -2.96 2.76
N -0.24 -3.78 0.88
H 2.77 3.00 0.78
S -2.95 2.42 -0.34
H -0.69 -4.74 2.67
H 2.65 4.49 0.10
H 1.10 -4.64 -0.45
C -1.46 1.55 -0.75
H 0.13 -5.81 0.46
H 0.60 -0.11 -0.06
O -3.85 1.55 0.35
O -1.18 -1.79 0.35
H -1.78 0.51 -0.88
C -0.96 -3.83 2.14
H 0.15 -2.75 -0.86
H -0.83 1.37 1.30
H 0.95 1.22 -2.08
H 3.23 2.99 -1.89
H 1.51 1.02 0.92
C 0.65 -4.86 0.52
B 2.19 2.92 -1.25
H 2.45 0.70 -1.38
I 0.72 4.24 -2.54
H -0.18 2.79 0.45
O -2.69 3.73 0.15



No. 9
The following is a DFT calculation (wB97M-V/def2-TZVPD) of a structure of composition C7H18BiI2NO3P2 at a distorted geometry.

Output
- spin multiplicity = 1
- total charge = +2
- E_tot (hartree) = -2049.921702
- energy relative to the best compared isomer or geometry (same formula, charge and spin) (kJ/mol) = 11.2
- frontier orbital gap (alpha / beta) (eV) = 4.40 / 4.40

CARTESIAN COORDINATES (ANGSTROEM)
O -0.78 3.27 3.22
H 4.77 -0.70 1.11
I 1.48 -1.07 -3.44
H -3.48 -2.21 0.61
P -2.31 -0.64 -0.93
C 3.71 -0.97 1.11
P 2.71 0.37 0.31
H 3.59 1.69 -1.55
H -3.59 -0.84 -2.90
O -1.79 -0.24 2.74
H -4.02 -2.38 -1.14
H 3.35 -1.12 2.13
C -3.62 0.61 -0.64
H -3.39 1.50 -1.24
H 2.65 1.55 2.42
Bi -0.48 0.26 0.97
H -2.43 -3.05 -0.62
H -4.61 0.26 -0.95
H 3.93 -0.05 -1.71
H -2.26 0.37 -3.14
H 4.25 1.78 1.62
C -0.30 2.25 2.91
C -3.15 -2.22 -0.46
H -3.61 0.90 0.42
H 4.93 0.95 -0.58
N -2.60 0.91 2.79
H 2.78 2.69 1.05
H 3.56 -1.87 0.52
H -1.91 -1.41 -3.25
C 3.15 1.73 1.46
O -3.80 0.65 2.82
C -2.51 -0.63 -2.76
I 1.84 -3.14 -1.89
C 3.93 0.79 -1.01



No. 10
The following is a DFT calculation (wB97M-V/def2-TZVPD) of a structure of composition C7H18BrHoI2OP2 at a distorted geometry.

Output
- spin multiplicity = 5
- total charge = +2
- E_tot (hartree) = -5152.319205
- energy relative to the best compared isomer or geometry (same formula, charge and spin) (kJ/mol) = 110.5
- frontier orbital gap (alpha / beta) (eV) = 6.44 / 6.54

CARTESIAN COORDINATES (ANGSTROEM)
C 3.03 -1.33 1.12
H 2.75 0.14 -2.41
C 3.01 -0.61 -1.65
H -3.03 1.67 1.36
H -2.74 -1.14 2.15
H 4.10 -0.72 -1.60
H -4.06 -0.87 -1.61
H -2.48 -1.65 -1.95
H -2.47 -2.39 0.91
H -4.37 1.10 0.29
Ho 0.01 -0.31 -0.06
C 3.25 1.43 0.36
H 2.77 -1.04 2.15
I -0.31 1.92 -4.54
H 4.33 1.26 0.31
H -2.74 0.05 -2.42
Br 0.01 -0.53 2.67
C -0.03 1.89 0.47
O -0.06 3.09 0.80
P 2.52 -0.10 -0.04
H -4.06 -1.55 1.00
H 2.55 -2.31 0.92
H -3.04 2.11 -0.37
H 2.54 -1.56 -1.94
C -3.30 1.32 0.35
H 2.96 2.22 -0.35
I 0.29 -0.65 -5.22
C -2.98 -1.44 1.12
H 4.11 -1.41 1.01
H 2.97 1.77 1.37
P -2.51 -0.19 -0.05
C -2.98 -0.71 -1.66



No. 11
The following is a DFT calculation (wB97M-V/def2-TZVPD) of a structure of composition C7H18CeF5I2O2P2Te at a distorted geometry.

Output
- spin multiplicity = 2
- total charge = +2
- E_tot (hartree) = -2947.943285
- energy relative to the best compared isomer or geometry (same formula, charge and spin) (kJ/mol) = 167.5
- frontier orbital gap (alpha / beta) (eV) = 3.79 / 3.84

CARTESIAN COORDINATES (ANGSTROEM)
P -1.79 1.29 1.36
F 2.84 2.24 2.91
H -4.08 0.80 0.71
I -4.82 0.69 -4.92
O 1.83 0.89 0.95
H 2.53 -3.37 -1.60
H -0.39 -2.51 -3.38
C -3.48 1.71 0.94
H 3.43 -0.97 -2.73
H -4.05 2.29 1.70
H -2.37 -0.57 2.87
C -0.89 2.82 1.80
H -3.51 2.31 0.00
C 2.69 -0.40 -2.17
C -1.82 0.38 2.96
Ce 0.30 -0.30 0.51
H 2.23 -2.62 -0.04
H 2.45 0.51 -2.73
F 2.50 -1.47 1.64
C -1.88 -0.07 -1.64
I -5.59 -1.62 -3.75
C 0.52 -1.88 -3.49
H -2.30 0.97 3.75
F 4.39 0.55 1.08
P 1.15 -1.36 -1.90
H -0.82 0.12 3.34
C 1.77 -2.85 -1.01
F 1.19 0.02 3.27
H 3.16 -0.06 -1.23
H 0.96 -3.56 -0.81
O -2.75 -0.15 -2.37
H 1.22 -2.45 -4.15
H -1.39 3.37 2.61
H 0.17 -1.00 -4.08
H -0.85 3.48 0.92
H 0.15 2.64 2.10
F 4.26 -0.20 4.07
Te 3.05 0.34 2.50



No. 12
The following is a DFT calculation (wB97M-V/def2-TZVPD) of a cluster of 7 separate species, C7H18Cl6N4O8 in total at a distorted geometry.

Output
- spin multiplicity = 1
- structure (SMILES) = C[N+](=O)[O-].C[N+](=O)[O-].C[N+](=O)[O-].C[N+](=O)[O-].ClCCl.ClCCl.ClCCl
- E_tot (hartree) = -3859.217344
- energy relative to the best compared isomer or geometry (same formula, charge and spin) (kJ/mol) = 0.0
- frontier orbital gap (eV) = 10.43

CARTESIAN COORDINATES (ANGSTROEM)
H -1.89 2.63 1.28
H 0.81 -0.80 0.28
C 3.80 0.20 -1.81
O -2.34 -3.45 -2.86
H -3.30 1.24 -1.83
Cl -1.18 0.07 1.23
O 0.45 -3.84 0.68
H 2.62 -5.74 0.80
C 0.19 0.05 0.10
C 1.93 -5.49 -0.01
H 1.04 -6.09 0.09
Cl 2.45 0.36 -2.92
O 2.35 -3.22 -0.11
O -1.89 -1.62 -1.93
H -3.48 -3.97 -0.82
N -2.21 -2.78 -1.90
H -1.77 -4.08 -0.30
H 1.94 3.35 2.15
H 2.47 -5.60 -0.94
Cl -1.36 1.57 -3.04
H -2.78 -2.64 0.13
Cl 1.17 1.52 0.26
C -3.10 1.72 -2.78
N -3.73 3.36 1.86
O 4.27 1.80 3.24
H -2.94 3.13 -0.02
H -0.25 0.06 -0.89
Cl -3.59 3.43 -2.59
H -3.65 1.33 -3.61
Cl 5.21 -0.54 -2.54
H -2.14 4.41 0.94
N 1.55 -4.06 0.19
O -4.06 2.25 2.21
O -4.30 4.41 2.16
H 2.45 4.13 3.64
C -2.55 3.42 0.95
C -2.57 -3.42 -0.59
H 4.08 1.19 -1.48
C 2.45 3.19 3.09
H 2.02 2.39 3.67
N 3.86 2.86 2.82
O 4.48 3.66 2.21
H 3.51 -0.39 -0.97



No. 13
The following is a DFT calculation (wB97M-V/def2-TZVPD) of a structure of composition C7H18ClI2OP2Pt at a distorted geometry.

Output
- spin multiplicity = 5
- total charge = +3
- E_tot (hartree) = -2209.207661
- energy relative to the best compared isomer or geometry (same formula, charge and spin) (kJ/mol) = 0.0
- frontier orbital gap (alpha / beta) (eV) = 7.01 / 5.65

CARTESIAN COORDINATES (ANGSTROEM)
P 0.48 1.64 1.58
H 1.27 -3.93 -1.80
I -5.70 0.85 -0.83
H 1.42 -2.21 -3.61
H -0.88 3.19 2.91
H 0.89 -0.51 -3.57
C 1.16 -3.24 -0.95
H -1.70 1.60 2.56
C 1.51 3.04 1.07
H 2.15 -3.00 -0.55
H -1.55 2.86 1.26
H 2.50 2.72 0.74
P 0.38 -1.71 -1.56
H 2.38 -0.99 -2.75
Pt -0.07 0.06 -0.09
C 1.37 -1.29 -3.01
O -2.92 0.74 -0.47
H -1.84 -2.59 -1.38
C -1.07 2.41 2.14
C -1.23 -2.26 -2.23
H 1.62 3.71 1.93
C 1.30 1.11 3.12
H -1.68 -1.38 -2.72
I -5.01 -0.89 1.02
C -1.85 0.32 -0.25
H 0.51 -3.65 -0.16
H 2.26 0.67 2.90
H 1.00 3.57 0.24
H 1.44 2.00 3.74
H 0.63 0.38 3.61
H -1.09 -3.07 -2.96
Cl 2.31 -0.14 0.05



No. 14
The following is a DFT calculation (wB97M-V/def2-TZVPD) of a structure of composition C7H18ClI2OP2Ru at a distorted geometry.

Output
- spin multiplicity = 5
- total charge = +3
- E_tot (hartree) = -2184.670709
- energy relative to the best compared isomer or geometry (same formula, charge and spin) (kJ/mol) = 285.8
- frontier orbital gap (alpha / beta) (eV) = 7.18 / 3.07

CARTESIAN COORDINATES (ANGSTROEM)
C 0.08 0.18 0.85
O 0.20 0.44 2.05
C -2.63 0.85 1.56
C 2.89 -0.31 1.27
H 3.94 -0.53 1.19
H -3.68 1.08 1.59
H 1.92 -2.82 -0.01
H 3.33 -2.42 -1.06
C 2.84 0.68 -1.46
I 0.81 3.20 2.57
H 1.64 -2.35 -1.71
Ru -0.09 -0.20 -0.98
H -3.56 1.94 -1.28
H 3.89 0.37 -1.67
H -2.06 1.75 1.89
H -2.88 -1.81 0.24
H 2.77 0.73 1.64
H -1.99 2.67 -0.74
H 2.80 1.66 -0.99
H 2.24 0.67 -2.38
C -3.04 -1.09 -0.55
C 2.28 -2.21 -0.82
I -0.21 -1.87 3.74
P 2.09 -0.49 -0.33
Cl -0.31 -0.67 -3.23
H -2.01 1.56 -2.16
C -2.46 1.79 -1.18
H -2.60 -1.46 -1.50
H -2.41 0.07 2.25
H -4.11 -0.85 -0.67
P -2.14 0.40 -0.11
H 2.44 -0.95 2.01



No. 15
The following is a DFT calculation (wB97M-V/def2-TZVPD) of a structure of composition C7H18MgO6S3 at a distorted geometry.

Output
- spin multiplicity = 1
- E_tot (hartree) = -2123.450528
- energy relative to the best compared isomer or geometry (same formula, charge and spin) (kJ/mol) = 363.3
- frontier orbital gap (eV) = 5.93

CARTESIAN COORDINATES (ANGSTROEM)
O -1.16 -0.01 -2.52
C -1.34 1.24 -2.32
O -1.24 -1.25 0.50
S 0.60 2.14 1.70
Mg -0.55 0.20 -0.65
C 1.68 -2.69 -2.49
H -3.87 -2.11 2.80
H 0.71 1.51 3.93
S 2.25 -1.25 -1.51
H 3.10 -0.65 -3.78
O -0.22 1.67 -1.78
O -2.05 1.33 -1.21
H -3.56 0.25 0.35
S -1.99 -0.99 1.80
H -2.94 -3.28 2.12
C 2.52 -0.21 -2.97
O 0.13 0.86 1.02
H -2.58 1.25 1.37
H 2.24 2.22 3.61
H 1.83 2.78 -0.29
H 2.68 1.61 0.67
H 1.58 0.15 -3.41
H -4.00 -2.14 1.07
H 2.71 3.37 1.09
H 1.33 -3.49 -1.83
C 1.52 1.52 3.19
H 1.90 0.50 3.26
C -3.30 -2.28 1.89
H 0.81 -2.43 -3.08
O 1.01 -0.78 -0.84
H 2.46 -3.14 -3.11
H -4.06 0.44 1.96
H 2.86 0.77 -2.63
C 2.11 2.54 0.73
C -3.16 0.33 1.36